1.
The following is a DFT calculation (ωB97M-V with the def2-TZVPD basis set) of C32H43IrN5O4PS as an isolated structure at a distorted geometry.

Properties
Total charge ... +1
Lowest unoccupied orbital energy (spin up / spin down) ... -3.4413 / -5.8454 eV
HOMO-LUMO gap (spin up / spin down) ... 7.69 / 5.29 eV
Expectation value of S² ... 0.760
Relative energy (zero: lowest compared OMol25 entry of this formula, charge and spin) ... 0.000 eV
Multiplicity ... 2

Atoms and positions in Å:
1 Ir -0.76684 -0.41022 1.58994
2 N -4.99301 -1.65620 2.29212
3 C -3.74913 -1.17216 2.41866
4 S -3.20093 -0.06057 1.19004
5 N -3.05210 -1.52977 3.45980
6 N -1.82688 -0.98084 3.43655
7 C -1.05019 -1.10000 4.43836
8 C 0.15559 -0.31037 4.34948
9 C 1.14669 -0.33412 5.31564
10 C 2.22637 0.51917 5.19270
11 C 2.25564 1.41674 4.13607
12 C 1.23408 1.38033 3.20850
13 N 0.22205 0.51162 3.27649
14 H -5.58103 -1.37560 1.52955
15 H -5.34900 -2.27733 2.99903
16 H -1.31122 -1.68882 5.30988
17 H 1.06331 -1.02313 6.14416
18 H 3.02651 0.49777 5.91994
19 H 3.05536 2.13488 4.02574
20 H 1.18854 2.08999 2.39709
21 O -1.24783 -6.37769 -2.00539
22 C -2.27697 -5.99680 -1.49745
23 O -3.45549 -6.22625 -1.32155
24 C -1.95740 -4.56462 -0.74143
25 C -2.49859 -3.41494 -1.27548
26 C -2.18443 -2.22856 -0.64222
27 N -1.38880 -2.18518 0.43276
28 C -0.88976 -3.32085 0.92558
29 C -1.15639 -4.56154 0.36959
30 C 0.01936 -3.19930 2.12373
31 O 0.27091 -4.17280 2.79159
32 O 0.44182 -1.99400 2.30653
33 H -3.15095 -3.42737 -2.13625
34 H -2.59728 -1.29447 -0.98402
35 H -0.72726 -5.44659 0.81787
36 C 3.37506 3.87244 -0.29831
37 C 2.15364 4.12765 0.57980
38 C 0.97045 3.25178 0.13073
39 C 1.45049 1.88684 -0.41211
40 C 2.75043 1.47450 0.29280
41 C 3.87702 2.42645 -0.13565
42 P 0.11620 0.62036 -0.39323
43 C 0.73994 -0.73000 -1.51490
44 C 1.61533 -1.76480 -0.78424
45 C 2.08384 -2.81729 -1.78663
46 C 3.06173 -2.19921 -2.80672
47 C 2.90446 -0.67722 -2.88468
48 C 1.43013 -0.28183 -2.83729
49 C -1.30455 1.33549 -1.34178
50 C -0.96442 1.89909 -2.73791
51 C -2.08968 2.81291 -3.25594
52 C -3.45010 2.34124 -2.75311
53 C -3.53066 2.48385 -1.22218
54 C -2.14016 2.37687 -0.57396
55 H 4.17239 4.57164 -0.04767
56 H 3.10428 4.06606 -1.34020
57 H 1.86141 5.17641 0.52454
58 H 2.41041 3.92760 1.62521
59 H 0.42383 3.77572 -0.65353
60 H 0.27949 3.10555 0.96646
61 H 1.69669 1.98465 -1.47227
62 H 3.03230 0.45203 0.05798
63 H 2.62090 1.51846 1.37161
64 H 4.30645 2.08169 -1.07901
65 H 4.67345 2.38503 0.60942
66 H -0.18698 -1.24592 -1.77782
67 H 1.05813 -2.21941 0.01932
68 H 2.49019 -1.30380 -0.32737
69 H 1.20625 -3.22674 -2.29849
70 H 2.56048 -3.64609 -1.26255
71 H 2.88052 -2.63010 -3.79299
72 H 4.09032 -2.44342 -2.53806
73 H 3.34330 -0.30885 -3.81301
74 H 3.44706 -0.19379 -2.06812
75 H 0.92442 -0.77237 -3.67374
76 H 1.33541 0.78652 -3.00962
77 H -1.94811 0.45887 -1.47167
78 H -0.82324 1.07320 -3.43600
79 H -0.03327 2.46897 -2.71037
80 H -2.06647 2.82114 -4.34597
81 H -1.92470 3.84116 -2.92481
82 H -3.60016 1.29861 -3.05119
83 H -4.24609 2.91773 -3.22393
84 H -4.18297 1.71257 -0.81041
85 H -3.96824 3.44931 -0.96382
86 H -2.23509 2.11123 0.47751
87 H -1.64625 3.34678 -0.61769



2.
The following is a DFT calculation (ωB97M-V with the def2-TZVPD basis set) of a 3-piece molecular cluster, C32H43N3O6 overall at a distorted geometry.

Properties
Lowest unoccupied orbital energy (spin up / spin down) ... -0.9484 / -0.9484 eV
HOMO-LUMO gap (spin up / spin down) ... 7.40 / 8.31 eV
Expectation value of S² ... 2.008
Relative energy (zero: lowest compared OMol25 entry of this formula, charge and spin) ... 0.000 eV
Multiplicity ... 3

Atoms and positions in Å:
1 O 2.46209 4.15643 0.84404
2 N 3.57584 4.02530 0.57302
3 O 4.11017 5.19573 -0.14340
4 C 4.17037 6.29780 0.68631
5 C 5.22446 6.44313 1.58064
6 C 5.27333 7.54183 2.42850
7 C 4.29133 8.52032 2.39760
8 C 3.24027 8.36712 1.50546
9 C 3.16710 7.26477 0.64825
10 C 1.97768 7.15033 -0.25928
11 O 2.04134 6.74804 -1.38357
12 C 0.70767 7.59142 0.38119
13 C -0.49092 6.92596 0.17097
14 C -1.62424 7.37450 0.84010
15 C -1.54924 8.46907 1.69214
16 C -0.35108 9.13997 1.89295
17 C 0.78376 8.69357 1.23354
18 C 2.11034 9.33853 1.42581
19 O 2.26051 10.52806 1.47879
20 H 5.97017 5.66169 1.59968
21 H 6.09931 7.59958 3.12197
22 H 4.32803 9.36329 3.06789
23 H -0.49737 6.06746 -0.48316
24 H -2.54704 6.83851 0.68477
25 H -2.44541 8.77687 2.20848
26 H -0.30225 9.98029 2.56649
27 C 2.03027 1.15585 -1.16474
28 C 2.07340 0.15535 0.01140
29 C 3.50800 -0.32820 0.22981
30 C 3.99289 -1.30248 -0.84409
31 C 3.01041 -2.46111 -1.01199
32 C 1.57208 -2.00321 -1.25680
33 N 1.14680 -0.98779 -0.24851
34 O 0.84400 -1.57675 0.86501
35 C 1.43849 -1.44336 -2.68636
36 C 0.63755 -3.20592 -1.20773
37 C 1.61166 0.92641 1.24833
38 H 2.74391 0.92503 -1.95374
39 H 1.03315 1.20190 -1.60391
40 H 2.27425 2.15558 -0.82455
41 H 3.57840 -0.82159 1.20466
42 H 4.17266 0.53779 0.27338
43 H 4.13704 -0.78435 -1.79609
44 H 4.97209 -1.69433 -0.56254
45 H 3.32729 -3.10150 -1.83800
46 H 3.04363 -3.08185 -0.11068
47 H 0.45514 -0.99571 -2.83675
48 H 1.54846 -2.25114 -3.41012
49 H 2.19334 -0.70473 -2.94232
50 H 0.72113 -3.75993 -0.27365
51 H 0.88149 -3.90258 -2.00991
52 H -0.40346 -2.90083 -1.33447
53 H 0.57932 1.26370 1.13637
54 H 2.23077 1.80123 1.41320
55 H 1.67708 0.31913 2.14975
56 C -3.90335 -3.68687 -0.79672
57 C -3.86595 -4.66750 0.39831
58 C -2.44618 -5.20154 0.58490
59 C -2.03237 -6.22141 -0.47546
60 C -3.06245 -7.34492 -0.58249
61 C -4.48918 -6.83779 -0.79676
62 N -4.84184 -5.78096 0.19745
63 O -5.12952 -6.32763 1.33578
64 C -4.64635 -6.30794 -2.23507
65 C -5.46672 -8.00396 -0.68778
66 C -4.25664 -3.83921 1.61867
67 H -3.22301 -3.96169 -1.60159
68 H -4.91022 -3.60608 -1.20771
69 H -3.60443 -2.68896 -0.47743
70 H -2.35969 -5.67397 1.56880
71 H -1.74190 -4.36621 0.58491
72 H -1.89859 -5.73260 -1.44505
73 H -1.05976 -6.64201 -0.21215
74 H -2.79586 -8.01826 -1.40021
75 H -3.02511 -7.94313 0.33364
76 H -5.61618 -5.82625 -2.36640
77 H -4.59010 -7.13650 -2.94130
78 H -3.87205 -5.60521 -2.53228
79 H -5.37398 -8.53283 0.25898
80 H -5.26489 -8.72169 -1.48267
81 H -6.49796 -7.66329 -0.79147
82 H -5.27617 -3.46072 1.52606
83 H -3.58279 -2.98769 1.70665
84 H -4.18427 -4.40734 2.54424